No. 1
# C19H35DyI2O2P2

A structure of composition C19H35DyI2O2P2 in a non-equilibrium geometry (wB97M-V/def2-TZVPD, the OMol25 dataset).

Positions of all 61 atoms, in Å:
I1 2.2522 2.9295 -2.1877
I2 -3.4775 0.7613 -1.2730
Dy1 -0.4591 1.2912 -1.3322
P1 -0.3564 3.3062 0.5591
C1 0.6047 2.6664 1.9606
C2 0.2740 4.9490 0.3149
H1 -0.0102 5.6011 1.1421
H2 -2.2914 4.0256 1.8736
H3 -0.1333 5.3228 -0.6275
H4 -2.7061 3.5324 0.2231
H5 1.6650 2.5212 1.7386
H6 1.3613 4.9078 0.2023
C3 -2.0823 3.2986 1.0891
H7 0.5841 3.2056 2.9149
H8 -2.4241 2.3065 1.3976
H9 0.0896 1.7051 2.0097
P2 -0.0915 0.5324 -4.0736
C4 0.9128 -0.9940 -4.1029
C5 -1.7625 0.1124 -4.6488
H10 0.1210 2.6436 -5.1938
H11 0.3815 1.3071 -6.3203
H12 1.6528 1.7973 -5.1643
C6 0.5808 1.6582 -5.3069
H13 -2.4194 0.9722 -4.4843
H14 -1.7784 -0.1314 -5.7121
H15 0.9292 -1.4469 -5.0959
H16 0.5482 -1.7522 -3.4068
H17 -2.2234 -0.7026 -4.0914
H18 1.9401 -0.7680 -3.8075
C7 1.4620 0.1596 -0.9562
O1 2.4107 -0.3923 -0.5634
C8 -1.4858 -2.5654 -1.8537
C9 -0.5038 -2.9490 -0.7384
C10 0.8948 -3.2143 -1.3052
C11 -0.4305 -2.5093 0.7664
C12 -0.6722 -3.5952 1.6384
C13 -0.4770 -3.5012 3.0276
C14 -0.0579 -2.2949 3.6270
C15 0.2466 -1.1420 2.8697
C16 0.8392 -0.0036 3.7028
C17 0.0237 0.3453 4.9654
C18 2.2332 -0.4471 4.1557
C19 -0.1177 -1.1857 1.4002
O2 -0.3040 -0.1013 0.7020
H19 -1.3116 -1.6566 -2.4468
H20 -2.4997 -2.5160 -1.4793
H21 -1.4268 -3.4024 -2.5718
H22 -0.8998 -3.9622 -0.6050
H23 1.4280 -2.2953 -1.5786
H24 1.4557 -3.7411 -0.5198
H25 0.8055 -3.8798 -2.1833
H26 -0.9611 -4.5297 1.1864
H27 -0.5537 -4.3841 3.6480
H28 0.1435 -2.1712 4.6568
H29 0.9613 0.9209 3.1361
H30 -0.2117 -0.5733 5.5018
H31 0.5538 0.9761 5.6939
H32 -0.9275 0.8305 4.7303
H33 2.8915 -0.5546 3.2901
H34 2.7080 0.2081 4.8963
H35 2.1018 -1.4314 4.6101

Summary:
⟨S²⟩ = 9.4437
M = 773.743 g/mol
DFT total energy = -83212.2997 eV
Multiplicity = 6
HOMO-LUMO gap (alpha / beta) = 3.11 / 3.11 eV
Net charge = +2
Max |F| = 7.29 eV/Å

***

No. 2
# C19H35F5I2N5O4

A cluster of 2 separate species, C19H35F5I2N5O4 in total in a non-equilibrium geometry (wB97M-V/def2-TZVPD, the OMol25 dataset).

Positions of all 70 atoms, in Å:
C1 5.2996 -5.0356 -2.1241
C2 5.9898 -3.8448 -2.9350
O1 5.1251 -2.6774 -3.0052
C3 5.4818 -1.7224 -1.9821
C4 4.2284 -0.7123 -1.8881
O2 3.2419 -1.3794 -1.0660
C5 1.9404 -1.3341 -1.6253
N1 1.0668 -0.2621 -1.0327
C6 -0.2304 -0.4497 -0.8507
N2 -1.1741 0.4686 -0.2613
C7 -0.6707 1.7471 0.3107
C8 0.3483 1.6023 1.5188
O3 -0.1647 0.8853 2.6545
C9 0.6539 3.1107 2.0422
N3 1.0487 4.0478 0.9561
C10 -2.1093 -0.3421 0.5509
C11 -2.2545 -1.6947 -0.3423
C12 -2.5488 -3.0011 0.5126
F1 -3.1414 -4.0370 -0.2163
F2 -3.5220 -2.6187 1.4767
C13 -1.3151 -3.5712 1.3407
F3 -0.1521 -3.7542 0.6062
F4 -1.6949 -4.8558 1.7840
F5 -1.0106 -2.8527 2.4893
N4 -1.0433 -1.6072 -1.1725
C14 -1.0978 -2.0413 -2.5862
I1 -0.9544 -4.2371 -2.8163
C15 -2.3858 -1.5276 -3.4088
C16 -1.9734 -1.3228 -4.9501
I2 -3.9196 -3.1234 -3.4462
H1 4.2921 -4.7385 -1.7001
H2 5.1220 -5.9330 -2.8024
H3 6.0113 -5.3325 -1.2851
H4 6.9702 -3.5224 -2.4426
H5 6.1915 -4.1850 -3.9948
H6 5.5555 -2.2747 -0.9800
H7 6.4528 -1.1731 -2.2171
H8 4.6285 0.2461 -1.4306
H9 3.9104 -0.5245 -2.9587
H10 1.4221 -2.3261 -1.3828
H11 1.9110 -1.2180 -2.7554
H12 1.5442 0.6174 -0.7806
H13 -1.5714 2.4083 0.5378
H14 -0.1114 2.2780 -0.5387
H15 1.3611 1.1633 1.2519
H16 0.0916 1.3600 3.4759
H17 -0.3194 3.5270 2.5091
H18 1.4259 3.0985 2.8720
H19 1.5912 3.5313 0.2426
H20 0.2200 4.4723 0.5099
H21 -3.1192 0.1662 0.5019
H22 -1.8110 -0.6957 1.5835
H23 -3.2756 -1.5036 -0.8250
H24 -0.1851 -1.6538 -3.1597
H25 -2.8690 -0.6150 -2.9434
H26 -2.8659 -0.9210 -5.5138
H27 -1.6805 -2.3282 -5.4096
H28 -1.0540 -0.6588 -4.9860
C17 -3.5946 3.7876 5.0046
C18 -2.5856 4.7681 4.4687
O4 -1.4024 4.4776 4.3299
N5 -3.0248 6.0101 4.1350
C19 -4.3710 6.5380 4.2264
H29 -3.1000 2.8427 5.2264
H30 -4.0370 4.1713 5.9259
H31 -4.3721 3.6052 4.2598
H32 -2.2950 6.6136 3.7838
H33 -4.6882 6.8483 3.2288
H34 -4.3557 7.4097 4.8832
H35 -5.0742 5.8061 4.6161

Summary:
M = 746.318 g/mol
DFT total energy = -65690.0054 eV
HOMO-LUMO gap = 7.89 eV
Net charge = +1
Max |F| = 4.14 eV/Å

***

No. 3
# C19H35N2O4

A cluster of 2 separate species, C19H35N2O4 in total in a non-equilibrium geometry (wB97M-V/def2-TZVPD, the OMol25 dataset).

Positions of all 60 atoms, in Å:
C1 3.9108 0.7281 0.2175
C2 2.9728 -0.2921 -0.6319
C3 1.4854 0.2876 -0.8207
C4 0.4439 -0.9069 -0.5533
C5 -0.0326 -0.8260 0.9934
C6 -1.5832 -1.3155 1.1332
C7 -2.5254 -0.1389 1.6929
C8 -3.5476 0.4675 0.6190
C9 -2.8957 1.5273 -0.3775
N1 -2.9323 1.3513 -1.7881
N2 -2.4745 2.0591 -2.8031
C10 -1.7608 3.2250 -2.5054
C11 -1.5848 3.6511 -1.0330
C12 -2.1683 2.8293 0.1299
C13 -2.0576 3.2272 1.6705
O1 -0.7538 2.8539 2.1503
C14 -0.1890 3.8420 3.0582
C15 1.1483 4.4193 2.3449
C16 2.3351 3.3364 2.3043
H1 3.5835 0.7617 1.3185
H2 3.9199 1.7823 -0.2214
H3 4.9618 0.2533 0.2140
H4 2.9302 -1.2684 -0.0441
H5 3.4273 -0.4658 -1.6613
H6 1.2986 0.6922 -1.8846
H7 1.3190 1.1634 -0.0874
H8 0.9620 -1.9229 -0.7114
H9 -0.4832 -0.8788 -1.2343
H10 0.6280 -1.5226 1.6333
H11 0.1195 0.2235 1.4322
H12 -1.9721 -1.8272 0.1924
H13 -1.5593 -2.1230 1.9544
H14 -1.8512 0.6226 2.2042
H15 -3.1715 -0.6043 2.5277
H16 -3.9850 -0.3965 0.0045
H17 -4.4073 0.9667 1.1830
H18 -3.4303 0.4818 -2.0742
H19 -1.3531 3.8466 -3.3804
H20 -0.9948 4.6092 -0.8250
H21 -2.3225 4.3282 1.7993
H22 -2.8488 2.6298 2.2619
H23 -0.9108 4.6591 3.3850
H24 0.1866 3.2565 3.9808
H25 1.5032 5.2788 3.0149
H26 0.9180 4.7881 1.2859
H27 1.9382 2.2984 2.0548
H28 3.1155 3.6665 1.5243
H29 2.9089 3.3150 3.3060
C17 0.4903 -7.7418 -1.2290
O2 0.1163 -6.3695 -1.3511
C18 0.6494 -5.7464 -2.4140
O3 1.3846 -6.2411 -3.2303
O4 0.2192 -4.4721 -2.4086
C19 0.7113 -3.6849 -3.4914
H30 0.0033 -8.1417 -0.3392
H31 0.1500 -8.3126 -2.0955
H32 1.5709 -7.8371 -1.1040
H33 0.3804 -4.0941 -4.4484
H34 1.8010 -3.6190 -3.4560
H35 0.3022 -2.6792 -3.3865

Summary:
M = 355.499 g/mol
DFT total energy = -31428.9162 eV
HOMO-LUMO gap = 7.85 eV
Net charge = +1
Relative energy (zero: lowest compared OMol25 entry of this formula, charge and spin) = 381.7 kJ/mol
Max |F| = 4.43 eV/Å